No. 1
The following is a quantum chemistry calculation of a molecular structure, Ca2H6N5O18 in a non-equilibrium geometry, from the Open Molecules 2025 dataset.

CARTESIAN COORDINATES (ANGSTROEM)
Ca1 -9.63031 14.02987 15.22025
Ca2 -13.13587 17.64299 10.86041
N1 -11.97178 16.22169 16.89079
O1 -12.16533 16.42880 18.02249
O2 -10.87296 15.67959 16.54806
O3 -12.92051 16.40652 16.08791
N2 -12.04080 14.80116 10.23460
O4 -11.13882 15.58584 9.94521
O5 -13.11942 15.20073 10.68054
O6 -11.83781 13.64041 9.96592
N3 -11.18510 16.12624 13.43562
O7 -11.56002 14.98278 13.71587
O8 -9.99530 16.33869 13.77956
O9 -11.84707 16.89644 12.74302
N4 -10.84970 11.43058 13.09513
O10 -10.33731 12.41178 13.66703
O11 -11.34050 10.57626 13.70935
O12 -10.97957 11.43464 11.87247
N5 -14.00238 19.64372 13.76153
O13 -13.56714 19.30726 12.65666
O14 -14.25052 18.80676 14.68000
O15 -14.20600 20.86416 13.94272
O16 -7.49938 17.80256 14.52183
H1 -8.39397 17.47703 14.62169
H2 -7.48137 18.19032 13.64687
O17 -7.94130 14.07749 13.43588
H3 -7.70298 13.32871 12.88928
H4 -7.69544 14.84237 12.91554
O18 -14.29489 14.24769 14.59881
H5 -14.39095 13.29610 14.63733
H6 -13.38260 14.38670 14.34456

Computed properties:
Multiplicity: 2
LUMO level (spin up / spin down), eV: -1.834 / -5.621



No. 2
The following is a quantum chemistry calculation of 2 unconnected molecules or ions with the total composition C2H2BrF2NO in a non-equilibrium geometry, from the Open Molecules 2025 dataset.

CARTESIAN COORDINATES (ANGSTROEM)
C1 -1.70653 -0.72798 -0.10815
C2 1.34682 1.14395 -0.70529
N1 -2.54710 0.02369 0.25377
O1 -0.92919 -1.50927 -0.43605
F1 2.36781 1.88306 -0.17980
F2 0.40241 1.18388 0.21810
Br1 2.24019 -1.00008 -0.02898
H1 1.15528 -1.82780 0.17325
H2 -2.32968 0.83055 0.81315

Computed properties:
LUMO level, eV: 0.453
Energy relative to the best compared isomer or geometry (same formula, charge and spin), eV: 3.2655



No. 3
The following is a quantum chemistry calculation of 2 unconnected molecules or ions with the total composition C4H6FN2O2 in a non-equilibrium geometry, from the Open Molecules 2025 dataset.

CARTESIAN COORDINATES (ANGSTROEM)
C1 0.81361 0.26410 0.01593
H1 -0.41321 -0.78795 1.73296
F1 -1.60497 -2.76019 -0.44971
C2 -0.36488 -0.09653 0.89205
H2 -1.87588 -2.27035 0.44561
C3 0.55668 0.61104 -1.45222
H3 -0.51201 0.44843 -1.64159
H4 0.79424 1.66482 -1.66211
H5 1.18469 -0.02035 -2.09401
C4 2.02191 -0.55081 0.25508
N1 2.96612 -1.22311 0.34397
N2 -1.31294 0.90984 1.08500
O1 -1.10666 2.04887 0.62783
O2 -2.45592 0.56147 1.41445
H6 1.30924 1.20071 0.48676

Computed properties:
Total charge: -1
LUMO level, eV: 3.931
Energy relative to the best compared isomer or geometry (same formula, charge and spin), eV: 2.6246



No. 4
The following is a quantum chemistry calculation of 3 unconnected molecules or ions with the total composition C15H35FNO2 in a non-equilibrium geometry, from the Open Molecules 2025 dataset.

CARTESIAN COORDINATES (ANGSTROEM)
C1 -0.74899 0.08265 0.16511
C2 -0.38429 -1.20156 -0.67504
C3 1.11147 -1.67358 -0.53504
F1 1.63326 -1.08010 0.61637
N1 1.32521 -3.15764 -0.57117
C4 0.48474 -4.02303 -1.44371
C5 0.34792 -5.44216 -0.67918
C6 0.31795 -4.87359 0.82619
C7 1.59805 -3.91755 0.70323
H1 -1.78974 0.39464 -0.13913
H2 -0.76985 -0.20404 1.25225
H3 -0.08293 0.96121 -0.01653
H4 -0.57847 -0.98816 -1.76803
H5 -1.12591 -1.99994 -0.39545
H6 1.67884 -1.22122 -1.39412
H7 2.24160 -3.21921 -1.03982
H8 0.85808 -4.22206 -2.48593
H9 -0.58693 -3.76019 -1.61771
H10 1.37712 -5.89997 -0.73268
H11 -0.51724 -6.07187 -0.98997
H12 -0.51655 -4.13816 0.99276
H13 0.56290 -5.59292 1.64451
H14 1.74134 -3.35665 1.65558
H15 2.51086 -4.53512 0.46531
C8 2.23399 0.08040 4.00935
C9 1.95591 1.26914 3.10498
O1 1.25346 2.31636 3.74882
C10 1.90726 2.92402 4.85373
C11 3.22203 3.59045 4.48709
H16 1.31576 -0.25902 4.49380
H17 2.65797 -0.74558 3.43348
H18 2.94463 0.33554 4.79797
H19 1.32126 0.94046 2.27867
H20 2.88010 1.64784 2.65540
H21 2.04508 2.19865 5.66188
H22 1.22122 3.68376 5.23181
H23 3.97574 2.85572 4.19475
H24 3.61497 4.14938 5.33805
H25 3.08660 4.27363 3.64635
C12 -3.50185 4.46971 -3.41958
C13 -2.50019 3.46345 -2.88144
O2 -3.07624 2.20406 -2.56489
C14 -3.66713 1.49429 -3.64205
C15 -2.68254 1.13337 -4.74158
H26 -4.36182 4.55252 -2.75223
H27 -3.03718 5.45174 -3.52209
H28 -3.87689 4.17456 -4.40204
H29 -2.08164 3.84857 -1.94905
H30 -1.65877 3.33662 -3.57095
H31 -4.51935 2.05028 -4.04385
H32 -4.07000 0.57353 -3.21475
H33 -2.32511 2.02157 -5.26618
H34 -3.15640 0.48073 -5.47718
H35 -1.80932 0.62449 -4.32603

Computed properties:
Total charge: +1
LUMO level, eV: -3.181
Energy relative to the best compared isomer or geometry (same formula, charge and spin), eV: 0.6255



No. 5
The following is a quantum chemistry calculation of 8 unconnected molecules or ions with the total composition C29H75B3O19S, from the Open Molecules 2025 dataset.

CARTESIAN COORDINATES (ANGSTROEM)
O1 3.48408 1.60791 2.86265
O2 2.07052 1.59526 2.64298
C1 1.72038 2.73546 1.89317
B1 0.16996 2.76028 1.61735
O3 -0.32124 3.77343 0.80180
B2 -1.54114 4.27488 1.22142
O4 -2.49405 3.35159 1.58757
B3 -2.07176 2.21128 2.24376
S1 -3.14088 1.14121 3.20546
O5 -0.71689 1.88734 2.18898
H1 3.62025 2.43687 3.34131
H2 1.95874 3.66314 2.44467
H3 2.27636 2.78253 0.94735
H4 -1.70594 5.44149 1.36160
H5 -4.26567 1.77877 2.84375
C2 -1.18138 1.48153 -4.94182
O6 -0.18514 1.60823 -3.94353
C3 -0.62021 2.31684 -2.80045
C4 -1.12823 1.41550 -1.69199
O7 -2.28973 0.69528 -2.05365
C5 -2.03169 -0.63524 -2.47082
H6 -0.82715 0.75116 -5.66686
H7 -2.12994 1.13778 -4.52552
H8 -1.34784 2.43611 -5.45372
H9 -1.40523 3.03455 -3.07171
H10 0.23572 2.88382 -2.42179
H11 -1.38882 2.04739 -0.83840
H12 -0.33281 0.72892 -1.37714
H13 -1.80927 -1.27904 -1.61273
H14 -1.19647 -0.68301 -3.17312
H15 -2.92527 -1.00854 -2.96427
C6 -3.00286 -4.81539 -6.60400
O8 -1.98853 -5.48862 -5.88300
C7 -0.96160 -4.63769 -5.41013
C8 -1.14684 -4.26207 -3.95395
O9 -2.32853 -3.51268 -3.73738
C9 -3.41692 -4.27701 -3.25330
H16 -3.83604 -5.50808 -6.71017
H17 -3.34343 -3.91828 -6.08141
H18 -2.65233 -4.53037 -7.60218
H19 -0.90530 -3.72909 -6.02039
H20 -0.01270 -5.17194 -5.51343
H21 -0.29967 -3.64260 -3.64393
H22 -1.14844 -5.16601 -3.33487
H23 -3.29070 -4.51010 -2.19011
H24 -3.53218 -5.21026 -3.80907
H25 -4.31531 -3.67362 -3.37556
C10 -3.57800 -2.78987 2.29513
O10 -3.93613 -2.57506 3.64698
C11 -5.24260 -3.00583 3.97425
C12 -5.25467 -4.36513 4.64467
O11 -4.77584 -5.39206 3.79709
C13 -3.42009 -5.73189 4.02003
H26 -2.49681 -2.67962 2.22680
H27 -3.86145 -3.78975 1.95748
H28 -4.04639 -2.04572 1.64113
H29 -5.87415 -3.03121 3.07875
H30 -5.66992 -2.27418 4.66683
H31 -6.28642 -4.61134 4.91256
H32 -4.66635 -4.32483 5.56840
H33 -3.30862 -6.31554 4.94051
H34 -2.78652 -4.84448 4.08634
H35 -3.09824 -6.34173 3.17757
C14 -7.43963 2.10409 -6.83057
O12 -6.94695 3.12924 -5.98974
C15 -6.00687 2.67981 -5.03116
C16 -4.57528 2.93286 -5.45638
O13 -4.20914 2.21050 -6.61759
C17 -4.27352 2.97156 -7.80878
H36 -7.95746 2.58670 -7.65782
H37 -6.63283 1.48101 -7.22432
H38 -8.15034 1.46418 -6.29571
H39 -6.14669 1.61200 -4.82816
H40 -6.19316 3.22567 -4.10189
H41 -3.91634 2.60587 -4.64635
H42 -4.41938 4.00719 -5.60787
H43 -3.43497 3.67433 -7.87127
H44 -5.20861 3.53207 -7.87961
H45 -4.20825 2.27348 -8.64171
C18 5.24105 0.35484 7.79055
O14 5.96830 0.62028 6.60637
C19 6.66898 -0.50378 6.10481
C20 5.92155 -1.21449 4.99447
O15 4.69973 -1.78615 5.42081
C21 3.57164 -0.97409 5.13504
H46 4.56853 1.19584 7.95183
H47 4.65498 -0.56343 7.70797
H48 5.91204 0.26984 8.65269
H49 6.88500 -1.21060 6.91429
H50 7.62255 -0.14629 5.70575
H51 6.55316 -2.03185 4.63239
H52 5.74990 -0.52208 4.16227
H53 3.33166 -0.99689 4.06811
H54 3.74334 0.06459 5.42400
H55 2.73159 -1.37420 5.70024
C22 2.17918 9.82045 -0.79701
O16 3.00869 8.78729 -0.30033
C23 2.79808 8.49090 1.06640
C24 1.90738 7.28067 1.26765
O17 0.59638 7.47915 0.77600
C25 0.38428 6.93435 -0.51490
H56 2.25647 9.80072 -1.88271
H57 1.13578 9.67614 -0.50661
H58 2.51393 10.79975 -0.43756
H59 2.36704 9.35471 1.58506
H60 3.77389 8.28140 1.51467
H61 1.83148 7.08476 2.34205
H62 2.36547 6.40447 0.79325
H63 0.30631 5.84436 -0.46153
H64 1.18986 7.19653 -1.20489
H65 -0.55212 7.34530 -0.88926
C26 6.36273 -5.30550 0.51271
O18 6.76528 -4.34740 1.47135
C27 5.82001 -4.14413 2.50713
C28 6.15603 -4.90879 3.77031
O19 6.13027 -6.31241 3.58111
C29 7.40583 -6.88247 3.36401
H66 7.23802 -5.54993 -0.08718
H67 5.98349 -6.21540 0.98440
H68 5.58643 -4.90048 -0.14638
H69 4.81508 -4.41555 2.16497
H70 5.81387 -3.07657 2.74214
H71 5.41254 -4.65736 4.53181
H72 7.13895 -4.59359 4.14116
H73 7.98033 -6.92663 4.29629
H74 7.98002 -6.32016 2.62356
H75 7.24885 -7.89728 3.00184

Computed properties:
SMILES: OOCB1OBOB(S)O1.COCCOC.COCCOC.COCCOC.COCCOC.COCCOC.COCCOC.COCCOC
LUMO level, eV: 0.238